Entry 1:
{"formula": "C2HBrN2O2", "method": "ωB97M-V with the def2-TZVPD basis set", "homo_lumo_gap_ev": 9.186, "energy_ev": -79205.214, "max_force_ev_per_a": 7.38, "total_charge": 0, "lumo_ev": -0.36, "elements": ["C", "C", "N", "N", "O", "O", "Br", "H"], "xyz": [[2.331664, -1.201143, -0.299881], [0.769600, 1.874013, 0.449491], [1.824672, -0.137646, -0.209502], [1.093597, 0.575908, 0.607369], [2.869170, -2.154450, -0.681405], [0.354283, 2.883154, 0.775274], [-4.865790, -1.428380, 0.092334], [-4.377196, -0.411457, -0.733682]], "forces_ev_per_angstrom": [[0.17, -0.49, -0.65], [2.01, -7.01, 1.07], [0.24, 1.25, -1.17], [-2.48, 5.98, 0.79], [0.59, -1.21, 0.19], [-0.52, 1.48, -0.23], [-0.19, -0.39, 0.32], [0.19, 0.40, -0.32]], "mulliken_charge": [0.479, 0.544, 0.075, -0.412, -0.414, -0.272, -0.194, 0.193]}

Entry 2:
{"formula": "C7H15NO", "method": "ωB97M-V with the def2-TZVPD basis set", "homo_lumo_gap_ev": 9.850, "energy_ev": -11038.726, "max_force_ev_per_a": 4.01, "total_charge": 0, "lumo_ev": 0.94, "elements": ["C", "C", "C", "C", "C", "C", "C", "N", "O", "H", "H", "H", "H", "H", "H", "H", "H", "H", "H", "H", "H", "H", "H", "H"], "xyz": [[-1.159805, -1.687669, -0.668099], [0.588271, 1.894231, 0.475026], [-1.961483, 0.362439, 0.732292], [1.548440, 0.010453, -1.097699], [1.435291, 1.745506, 1.724140], [-0.783337, -0.197439, -0.017206], [0.362458, 0.413165, -0.281444], [-0.129724, -2.676928, -0.729050], [-1.679443, -1.530489, -1.959310], [-1.625666, -2.422805, -2.340860], [-1.952082, -2.111631, -0.040483], [0.565709, -2.401248, -1.414574], [0.330011, -2.718063, 0.176412], [1.077996, 2.542202, -0.258699], [-0.354850, 2.391282, 0.711519], [-1.682401, 0.591381, 1.765588], [-2.787741, -0.354252, 0.780749], [-2.348423, 1.263617, 0.247288], [1.240072, -0.468937, -2.030488], [2.142034, 0.879276, -1.400805], [2.201409, -0.657179, -0.529149], [1.665658, 2.723574, 2.163314], [0.916741, 1.152455, 2.485357], [2.390863, 1.257057, 1.506182]], "forces_ev_per_angstrom": [[0.09, 1.87, 1.09], [-0.27, -1.95, -1.46], [0.14, 0.11, 0.30], [-0.12, -0.27, -0.31], [0.19, 0.04, 0.20], [-0.95, -2.87, -1.98], [0.00, 3.42, 2.08], [0.67, -0.14, 0.20], [0.14, 0.05, -0.50], [-0.21, 0.31, -0.01], [0.08, 0.20, 0.33], [0.07, 0.01, 0.14], [0.07, -0.23, -0.14], [0.10, -0.10, 0.06], [-0.05, -0.34, -0.05], [-0.14, 0.19, -0.07], [0.21, 0.07, -0.08], [0.08, -0.02, 0.16], [0.09, -0.15, 0.12], [-0.14, -0.06, 0.22], [0.06, -0.03, -0.17], [-0.05, -0.13, -0.05], [0.08, 0.04, -0.12], [-0.11, 0.01, 0.03]], "mulliken_charge": [-0.062, -0.653, -1.726, -1.657, -1.051, 0.375, 1.020, -0.750, -0.564, 0.371, 0.409, 0.257, 0.272, 0.395, 0.339, 0.311, 0.384, 0.329, 0.427, 0.374, 0.284, 0.363, 0.261, 0.294]}

Summary of energy relative to the best compared isomer or geometry (same formula, charge and spin) in kJ/mol
135.7, 188.0
(order as listed above)